Entry from OMol25: 12 unconnected molecules or ions with the total composition C37H82F3N11O13 (the ωB97M-V functional and the def2-TZVPD basis).

The geometry in XYZ format:
```
146
Properties=species:S:1:pos:R:3:forces:R:3:mulliken_charge:R:1
C -8.3026 -3.0511 19.5740 -0.25 1.10 0.09 -1.0259
C -7.8534 -3.3904 18.1515 -0.67 1.28 1.43 -0.3818
O -8.0135 -4.7878 18.1233 0.50 -2.97 -1.05 0.0140
C -7.2821 -5.5364 17.2689 2.35 2.37 -1.03 0.1533
O -6.4656 -5.0543 16.4974 -1.30 -0.81 0.88 -0.5724
C -7.3849 -7.0697 17.3412 -2.11 -1.25 1.33 0.9410
F -6.1925 -7.7403 17.4622 -1.76 1.37 -0.27 -0.2501
F -8.1746 -7.3533 18.4390 1.35 -0.21 -0.89 -0.1678
F -8.0743 -7.5480 16.2716 1.29 0.45 0.70 -0.2103
H -8.2633 -1.9759 19.7489 0.49 0.21 -0.16 0.4973
H -7.6603 -3.5261 20.3155 -0.12 -0.17 -0.06 0.1319
H -9.3557 -3.2284 19.7923 0.04 -0.72 -0.25 0.2617
H -6.8423 -2.9988 18.0408 0.16 -0.66 -0.43 0.3357
H -8.5080 -2.9227 17.4161 0.10 -0.10 -0.17 0.3162
C -4.5891 -8.8602 21.2404 0.94 -0.37 -1.47 -1.2213
N -5.5866 -7.9122 21.5923 0.07 -2.29 1.73 0.7877
C -5.6996 -6.6497 21.2847 3.41 0.86 -1.53 0.6986
C -4.6221 -5.8623 20.4919 -0.59 -1.51 -0.33 -1.2505
O -6.6379 -6.0313 21.6492 -3.70 2.50 1.35 -0.6424
H -4.3376 -9.6630 21.9335 -0.73 0.27 0.55 0.1416
H -3.6298 -8.3694 21.0768 -0.11 0.06 -0.35 0.4584
H -4.9725 -9.3180 20.3285 0.74 -0.43 -0.26 0.3821
H -6.3349 -8.2918 22.1545 -0.26 0.24 -0.12 -0.5016
H -3.9919 -5.2852 21.1686 -0.30 0.18 -0.12 0.3284
H -5.2424 -5.2869 19.8046 0.36 0.55 0.25 0.1052
H -3.9913 -6.4878 19.8604 0.12 -0.08 0.16 0.4479
C -10.4532 -9.9608 29.7951 1.69 0.43 -1.12 -0.9346
N -9.4485 -9.3112 28.8700 -1.98 -0.34 -0.05 0.0277
C -8.1575 -9.0703 29.0776 0.81 -1.07 1.34 0.6552
C -7.4229 -8.2658 28.0356 0.05 0.19 -0.18 -0.0615
O -7.5892 -9.5441 30.0611 0.28 0.65 -0.12 -0.7388
H -10.9740 -10.6787 29.1615 -0.46 0.23 0.23 0.2438
H -11.0637 -9.1558 30.2044 -0.33 -0.32 -0.02 0.2738
H -9.9950 -10.5270 30.6060 0.32 0.29 -0.16 0.3451
H -9.8199 -9.1434 27.9459 -0.08 0.22 0.15 0.2339
H -8.0682 -7.9155 27.2300 -0.09 -0.19 -0.09 -0.2180
H -6.6234 -8.8869 27.6316 -0.08 -0.01 -0.05 -0.0210
H -6.9678 -7.3761 28.4708 0.03 -0.11 0.23 0.3287
C -4.0551 -12.5265 24.8732 0.11 0.03 -0.18 -0.9273
N -4.1314 -11.0802 24.8105 2.29 -0.91 -0.77 -0.1983
C -5.1121 -10.2826 25.1445 -2.04 1.73 0.52 0.6049
C -4.8048 -8.7993 24.9411 0.01 0.14 0.51 -0.2301
O -6.1973 -10.6185 25.5970 0.06 -0.30 -0.40 -0.5945
H -5.0313 -12.9685 24.6739 0.07 0.07 0.36 0.3053
H -3.6115 -12.8521 25.8142 -0.40 -0.15 0.13 0.2978
H -3.3758 -12.8511 24.0849 -0.06 -0.03 -0.07 0.3507
H -3.2586 -10.5926 24.6671 -0.07 -0.32 -0.16 0.2684
H -3.7505 -8.5781 24.7748 0.09 -0.05 0.10 0.5433
H -5.1345 -8.3258 25.8658 0.11 0.25 -0.06 0.0118
H -5.3475 -8.3227 24.1247 -0.21 -0.35 0.02 -0.2845
C -17.3070 -6.5534 22.8555 -0.91 -0.54 0.60 -0.9551
N -15.9809 -7.0047 22.5073 -0.70 0.22 2.76 -0.0983
C -15.4466 -6.8508 21.3266 2.15 0.23 -1.96 0.4859
C -14.0153 -7.3462 21.1813 -0.44 0.27 0.83 0.2377
O -15.9938 -6.2981 20.4023 -1.04 0.46 -0.97 -0.6643
H -17.6460 -5.5591 22.5646 0.64 -0.05 -0.71 0.2999
H -17.4214 -6.5229 23.9390 0.27 -0.32 0.08 0.3442
H -18.0052 -7.3049 22.4869 -0.35 0.29 -0.07 0.2999
H -15.3943 -7.3135 23.2693 -0.15 -0.03 -0.30 0.1977
H -13.6296 -7.4588 22.1946 0.52 -0.43 -0.21 0.0518
H -13.4294 -6.5726 20.6850 -0.12 -0.24 -0.07 -0.4167
H -13.9970 -8.2865 20.6302 0.17 0.09 0.06 0.1992
C -6.4530 -4.7792 25.2377 -0.17 1.14 0.23 -0.3500
N -5.2833 -4.1049 25.8849 -1.34 -0.76 -1.30 -0.1386
C -4.8128 -4.4254 27.0979 2.06 -0.89 1.40 0.6309
C -3.4733 -3.7449 27.5170 -1.00 -0.03 -0.63 -1.1090
O -5.2727 -5.2794 27.8392 -0.64 0.26 -0.50 -0.5916
H -7.2242 -4.0220 25.0963 -0.11 0.10 -0.03 0.3971
H -6.9444 -5.5511 25.8299 0.72 0.01 0.32 0.0975
H -6.2458 -5.1532 24.2350 0.45 -0.14 0.13 -0.0820
H -4.8143 -3.4164 25.3139 0.01 -0.16 0.33 0.2247
H -3.7441 -2.8050 27.9981 0.32 0.13 -0.04 0.2736
H -2.8569 -3.5841 26.6325 0.05 0.32 0.06 0.3648
H -2.9093 -4.3645 28.2143 -0.41 -0.06 -0.04 0.3045
C -8.6095 -8.1704 24.1021 -0.06 0.09 0.32 -0.0139
N -8.9185 -7.2837 22.9929 1.62 0.10 0.19 0.6782
C -9.9963 -7.3669 22.2229 0.54 1.08 -0.66 0.6198
C -10.1931 -6.2777 21.1782 -0.41 0.23 0.40 -0.6552
O -10.8222 -8.2306 22.3615 -1.90 -1.59 0.11 -0.7941
H -8.1160 -7.6170 24.9011 -0.48 0.36 0.16 -0.2372
H -7.8599 -8.9446 23.9383 -0.19 -0.39 -0.72 -0.3484
H -9.5400 -8.6245 24.4428 0.20 -0.02 0.18 0.3621
H -8.1440 -6.8259 22.5340 0.27 0.61 0.27 -0.1510
H -10.3097 -6.7232 20.1903 0.14 0.12 -0.04 -0.1601
H -9.5122 -5.4266 21.1955 0.52 -0.49 -0.11 0.2100
H -11.1420 -5.8207 21.4593 -0.32 -0.14 -0.15 0.3486
C -8.3560 -11.1882 21.7067 0.28 0.58 -0.28 -1.0058
N -9.8182 -10.9638 21.8672 3.19 0.78 -0.32 1.4583
C -10.6551 -11.9240 21.6539 -2.49 -3.46 0.51 0.9332
C -12.1182 -11.5487 21.6154 -1.03 -0.50 0.74 -1.2878
O -10.3818 -13.1406 21.6438 0.45 1.03 -0.45 -0.8325
H -7.7383 -10.9696 22.5777 -0.46 0.46 0.37 0.1668
H -8.0025 -10.5849 20.8706 -0.01 0.37 0.05 0.1811
H -7.9916 -12.1803 21.4403 -1.22 -0.36 0.02 0.4333
H -10.2015 -10.0295 21.8801 0.30 0.40 0.14 -0.6358
H -12.5303 -11.3917 20.6186 0.26 0.44 0.03 0.2479
H -12.4127 -10.8056 22.3564 0.41 0.88 -0.53 0.1781
H -12.6937 -12.3799 22.0229 0.33 -0.54 -0.32 0.4269
C -10.3439 -9.9179 18.4449 0.69 -0.01 0.97 -0.8655
N -10.5163 -9.5672 17.0767 -0.48 0.24 -2.19 0.3030
C -10.2799 -10.3701 16.0073 0.60 -3.27 1.06 0.8090
C -10.5760 -9.8178 14.6285 -0.48 0.88 -0.18 -1.0535
O -9.8855 -11.5490 16.1733 -0.67 1.90 -0.61 -0.6901
H -10.9886 -9.3300 19.0983 -0.13 0.20 -0.21 0.0883
H -9.3175 -9.7129 18.7492 0.20 0.03 0.20 0.1778
H -10.5127 -10.9636 18.7020 -0.18 -0.08 -0.68 0.4600
H -10.5649 -8.6003 16.7888 -0.25 0.29 0.90 -0.0064
H -11.6341 -9.6473 14.4294 -0.38 -0.33 0.56 0.3202
H -10.2682 -10.4277 13.7791 0.56 -0.07 0.52 0.3569
H -10.2065 -8.7949 14.5554 0.56 -0.02 -0.19 0.1485
C -13.3263 -5.7093 17.9511 -0.92 0.59 0.09 -0.5966
N -12.5707 -5.4029 16.7501 0.19 0.10 0.91 -0.1585
C -11.3696 -5.9352 16.5074 -0.67 -1.47 -0.51 0.5715
C -10.7987 -5.6406 15.1599 0.30 0.16 0.67 -0.8548
O -10.7982 -6.7753 17.2148 -0.55 1.15 0.15 -0.5276
H -12.7325 -6.0810 18.7862 0.28 -0.20 -0.63 -0.2248
H -14.1450 -6.3848 17.7031 0.14 -0.27 0.27 0.3831
H -13.8026 -4.8009 18.3199 -0.02 0.10 -0.04 0.4192
H -12.9719 -4.7875 16.0570 0.09 -0.15 0.26 0.2437
H -11.2841 -4.8383 14.6042 0.22 0.03 0.10 0.4513
H -10.8649 -6.5792 14.6098 0.40 0.16 -0.13 0.1368
H -9.7939 -5.4106 15.5144 0.44 0.12 -1.22 0.0819
C -13.0970 -11.3370 26.6028 0.93 -1.39 -0.41 -0.8102
N -13.3475 -9.9472 26.6597 -1.92 0.94 0.50 -0.0888
C -12.4459 -8.9678 26.7216 -0.75 0.64 -0.33 0.6684
C -12.9186 -7.5428 26.8607 -0.33 0.14 -0.14 -1.3594
O -11.2757 -9.2144 26.7292 2.46 -0.39 -0.32 -0.6015
H -13.1493 -11.6556 25.5617 -0.44 -0.44 0.00 0.2935
H -13.7734 -11.8762 27.2660 -0.12 -0.04 -0.32 0.3840
H -12.0875 -11.6369 26.8840 0.07 0.51 0.31 0.1266
H -14.3196 -9.7059 26.7899 0.20 0.19 -0.16 0.2311
H -13.0478 -7.4448 27.9386 -0.14 0.57 -0.01 0.3177
H -13.8282 -7.2753 26.3231 -0.34 -0.42 0.26 0.3679
H -12.1882 -6.8300 26.4779 0.34 -0.36 0.35 0.3018
C -9.6782 -11.9024 25.0679 -0.87 -0.59 -0.30 -0.9310
N -10.1642 -13.2260 24.5970 0.06 0.03 0.02 0.1451
C -10.4407 -14.2802 25.4187 1.94 -0.21 1.04 0.7679
C -10.8750 -15.5776 24.7414 -1.21 0.62 -1.23 -1.0942
O -10.2060 -14.2303 26.6248 -0.85 0.00 -0.32 -0.6483
H -9.9218 -11.8261 26.1276 0.38 0.00 -0.09 0.3799
H -10.2225 -11.1201 24.5387 -0.27 -0.04 0.04 0.0140
H -8.6313 -11.6802 24.8614 0.21 -0.54 0.31 0.3504
H -10.0789 -13.4716 23.6210 -0.19 0.41 -0.23 0.1903
H -11.8483 -15.9044 25.1074 0.18 -0.05 0.61 0.3191
H -10.2108 -16.4405 24.6943 0.35 0.44 0.61 0.2659
H -11.1291 -15.3468 23.7068 0.24 0.03 -0.32 0.2510
```
Forces are in eV/Å.

Summary:
energy relative to the best compared isomer or geometry (same formula, charge and spin): 0.0 kJ/mol
HOMO: -8.324 eV
calculated total energy: -90863.2475 eV
Kohn-Sham gap: 8.38 eV